{
  "formula": "C13H31ClGaN2O4",
  "method": "ωB97M-V/def2-TZVPD",
  "de_lowest_kcal_mol": 0.0,
  "homo_ev": -5.313,
  "homo_lumo_gap_ev": 7.56,
  "charge": -1,
  "species": ["O", "C", "Cl", "C", "Ga", "C", "C", "C", "O", "H", "H", "H", "H", "H", "H", "H", "H", "H", "C", "C", "C", "O", "C", "N", "H", "H", "H", "H", "H", "H", "H", "H", "H", "H", "H", "C", "C", "C", "O", "C", "N", "H", "H", "H", "H", "H", "H", "H", "H", "H", "H", "H"],
  "coordinates": [[5.161, -1.003, 6.789], [4.932, -1.388, 5.717], [4.832, -3.208, 5.407], [4.734, -0.498, 4.503], [3.315, 1.005, 4.797], [2.041, 0.338, 6.270], [0.765, -0.402, 5.589], [1.149, -1.423, 4.430], [0.480, -0.042, 4.235], [4.440, -1.100, 3.615], [5.733, -0.069, 4.265], [2.587, 1.326, 3.398], [4.108, 2.282, 5.376], [1.536, 1.179, 6.788], [2.476, -0.427, 6.939], [-0.089, -0.692, 6.257], [0.399, -2.141, 4.059], [1.902, -1.149, 3.674], [0.611, 1.709, -1.153], [0.509, 0.988, 0.189], [1.082, -0.441, 0.166], [0.243, -1.399, -0.471], [0.323, -1.405, -1.881], [-0.888, 1.001, 0.635], [-0.145, 1.374, -1.866], [0.463, 2.782, -1.015], [1.596, 1.564, -1.604], [1.100, 1.561, 0.909], [1.180, -0.780, 1.201], [2.092, -0.465, -0.264], [1.333, -1.181, -2.238], [-0.396, -0.698, -2.304], [0.047, -2.404, -2.229], [-0.932, 0.616, 1.576], [-1.393, 0.321, 0.070], [-4.466, -0.221, -5.933], [-3.456, -0.866, -4.988], [-3.267, -0.099, -3.668], [-2.483, 1.077, -3.780], [-3.176, 2.212, -4.266], [-2.185, -1.042, -5.700], [-4.057, 0.647, -6.451], [-4.770, -0.934, -6.702], [-5.364, 0.092, -5.395], [-3.842, -1.858, -4.732], [-2.720, -0.748, -2.978], [-4.230, 0.121, -3.190], [-4.216, 2.233, -3.928], [-3.131, 2.250, -5.357], [-2.670, 3.100, -3.885], [-1.547, -1.568, -5.107], [-1.748, -0.125, -5.771]],
  "mulliken_charge": [-0.438, 0.459, -0.313, -0.871, 0.392, -0.938, 0.135, -0.348, -0.333, 0.311, 0.377, -0.218, -0.396, 0.354, 0.291, 0.334, 0.345, -0.175, -1.201, 0.488, -0.302, -0.442, -0.282, -0.745, 0.019, 0.396, 0.325, 0.346, -0.049, 0.400, 0.322, -0.133, 0.278, 0.308, 0.316, -1.430, 0.335, -0.689, -0.279, -0.796, -0.751, 0.289, 0.366, 0.334, 0.408, 0.310, 0.440, 0.351, 0.245, 0.250, 0.260, 0.346]
}